No. 1
Below is 3 unconnected molecules or ions with the total composition C3H13NO3 in a non-equilibrium geometry, with properties calculated with ωB97M-V/def2-TZVPD.

As for the relative energy (zero: lowest compared OMol25 entry of this formula, charge and spin): 99.8 kJ/mol. As for the SMILES: C[C@@H](O)CN.O.O. As for the HOMO energy: -9.329 eV. The value obtained for the total energy is -10953.737 eV. The molar mass comes out at 111.14 g mol⁻¹.

Structure (ORCA input):
```
! RIJCOSX wB97M-V def2-TZVPD def2/J DEFGRID3
* xyz 0 1
C -1.7262 0.1111 1.3186
C -1.3100 -0.8209 0.1394
O -1.3967 -0.0063 -1.0598
C 0.0964 -1.2879 0.2820
N 0.3460 -2.6091 -0.3113
H -2.8203 0.1442 1.3423
H -1.2992 1.0796 1.0891
H -1.5289 -0.3699 2.2763
H -2.0423 -1.6223 0.0513
H -2.2785 -0.1728 -1.4636
H 0.2588 -1.4229 1.3543
H 0.7541 -0.4550 0.0148
H 0.5979 -2.6012 -1.2877
H 1.1117 -2.9989 0.2164
O -0.4588 5.1112 0.5519
H -0.8734 4.2548 0.6922
H -0.7737 5.3571 -0.3190
O 3.8072 -1.0704 -0.7925
H 3.8054 -1.9840 -1.1176
H 4.5803 -0.9000 -0.2418
*
```

***

No. 2
Below is 2 unconnected molecules or ions with the total composition C5H3N3OS in a non-equilibrium geometry, with properties calculated with ωB97M-V/def2-TZVPD.

As for the relative energy (zero: lowest compared OMol25 entry of this formula, charge and spin): 349.2 kJ/mol. As for the HOMO energy: -9.239 eV. The value obtained for the total energy is -22581.891 eV. The molar mass comes out at 153.17 g mol⁻¹.

Structure (ORCA input):
```
! RIJCOSX wB97M-V def2-TZVPD def2/J DEFGRID3
* xyz 0 1
C 1.4094 -0.8835 2.0195
C 0.3463 1.2861 -1.7762
C -0.3175 0.3586 -2.5419
C -0.5259 0.1492 -0.1722
C -0.8139 -0.1388 1.1761
N 2.0334 0.0738 2.0056
N 0.2793 1.1514 -0.4683
N -1.3911 -0.6444 2.0653
O -1.6891 -1.0677 3.1411
S -1.0881 -0.7600 -1.4821
H 1.0713 2.1129 -2.2833
H -0.1349 0.1334 -3.5695
H 0.8208 -1.7710 1.8857
*
```

***

No. 3
Below is 2 unconnected molecules or ions with the total composition CH3Br2ClSi in a non-equilibrium geometry, with properties calculated with ωB97M-V/def2-TZVPD.

As for the relative energy (zero: lowest compared OMol25 entry of this formula, charge and spin): 381.8 kJ/mol. As for the HOMO energy: -10.740 eV. The value obtained for the total energy is -161570.896 eV. The molar mass comes out at 238.38 g mol⁻¹.

Structure (ORCA input):
```
! RIJCOSX wB97M-V def2-TZVPD def2/J DEFGRID3
* xyz 0 1
C -0.3435 0.6796 -0.8234
Si 0.3652 -0.6896 0.2985
Cl -0.4532 2.3869 1.0515
Br 1.4410 -2.0397 -1.0778
Br -1.3032 -1.7179 1.3100
H -1.3676 0.6290 -0.8992
H 0.3812 1.1777 -1.2573
H 1.2801 -0.4260 1.3977
*
```

***

No. 4
Below is 5 unconnected molecules or ions with the total composition CH12NO4 in a non-equilibrium geometry, with properties calculated with ωB97M-V/def2-TZVPD.

As for the relative energy (zero: lowest compared OMol25 entry of this formula, charge and spin): 150.2 kJ/mol. As for the HOMO energy: -14.712 eV. The value obtained for the total energy is -10904.209 eV. The molar mass comes out at 102.11 g mol⁻¹.

Structure (ORCA input):
```
! RIJCOSX wB97M-V def2-TZVPD def2/J DEFGRID3
* xyz 1 1
C -0.7389 -0.5277 -2.4963
N -0.2746 -0.3004 -1.3188
H -0.1642 -0.8661 -3.3548
H -1.7948 -0.3391 -2.6969
H -0.9492 0.2028 -0.6769
H 0.1818 -1.1261 -0.8867
H 0.7494 -2.9780 0.6333
H -0.1557 -3.7264 -0.2420
O 0.3485 -2.9049 -0.2433
H -2.7685 0.7385 0.7043
H -1.6353 1.3408 1.3480
O -1.8071 0.7436 0.6021
H 1.9569 1.7785 -0.5335
H 3.0114 1.0881 0.4181
O 2.6026 1.0642 -0.4468
H 0.2336 1.9043 3.8409
H 0.9740 2.1558 2.4538
O 0.2300 1.7523 2.8954
*
```

***

No. 5
Below is a molecular structure, C4H12O2 in a non-equilibrium geometry, with properties calculated with ωB97M-V/def2-TZVPD.

As for the relative energy (zero: lowest compared OMol25 entry of this formula, charge and spin): 359.6 kJ/mol. The expectation value of S² is 0.76. As for the HOMO energy (alpha / beta): -0.968 / -1.774 eV. The value obtained for the total energy is -8432.578 eV. The molar mass comes out at 92.14 g mol⁻¹.

Structure (ORCA input):
```
! RIJCOSX wB97M-V def2-TZVPD def2/J DEFGRID3
* xyz -1 2
C -0.8377 -1.2533 0.6463
C -1.4702 0.1589 0.8506
C 0.0605 1.4104 0.4731
C 1.3863 1.2618 0.8878
H -0.4264 -1.7889 1.5076
H -1.6326 -1.8649 0.2302
H -0.1152 -1.1805 -0.1470
H -1.5508 0.4371 1.8961
H -2.0551 0.9069 0.2812
H -0.3622 1.9901 -0.3711
H 2.2270 1.0860 0.1948
H 1.6889 1.7004 1.8230
H -1.1180 0.0466 -1.4569
H -0.8841 0.9705 -2.5594
O -0.8672 0.0206 -2.3959
H 2.2114 -2.0479 -0.4974
H 1.5373 -0.6681 -0.4424
O 2.2079 -1.1856 -0.9206
*
```

***

No. 6
Below is a molecular structure, C4H7NO in a non-equilibrium geometry, with properties calculated with ωB97M-V/def2-TZVPD.

As for the relative energy (zero: lowest compared OMol25 entry of this formula, charge and spin): 483.1 kJ/mol. As for the HOMO energy: -10.085 eV. The value obtained for the total energy is -7794.638 eV. The molar mass comes out at 85.11 g mol⁻¹.

Structure (ORCA input):
```
! RIJCOSX wB97M-V def2-TZVPD def2/J DEFGRID3
* xyz 0 1
C -1.5398 0.9496 0.5285
C -2.2160 0.7734 1.5120
C 1.0743 -0.5390 0.0945
C 0.2419 -1.1469 -1.0411
H -0.7454 1.0896 -0.1932
H -2.9681 0.8328 2.3657
H 1.9089 1.2263 0.6490
H 1.2391 1.4113 -0.8633
H -0.0267 -2.2544 -0.8929
H 0.7088 -1.0700 -1.9926
H -0.7856 -0.7231 -1.1451
N 1.9902 0.4737 -0.2366
O 1.1186 -1.0233 1.2150
*
```